No. 1
{
  "formula": "C21H14N8OPbS5",
  "method": "ωB97M-V with the def2-TZVPD basis set",
  "de_lowest_kj_mol": 77.17,
  "molar_mass_da": 761.9,
  "charge": 2,
  "fmax_ev_per_a": 1.789,
  "homo_lumo_gap_ev": 3.9,
  "energy_ev": -95382.50648,
  "species": ["Pb", "S", "S", "S", "S", "S", "O", "N", "N", "N", "N", "N", "N", "N", "N", "C", "C", "C", "C", "C", "C", "C", "C", "C", "C", "C", "C", "C", "C", "C", "C", "C", "C", "C", "C", "C", "H", "H", "H", "H", "H", "H", "H", "H", "H", "H", "H", "H", "H", "H"],
  "coordinates": [[0.28295, -0.70206, 1.42429], [-0.94303, 1.09189, 3.27033], [-0.55754, 2.37729, -0.25497], [-2.47823, 0.95957, 5.69858], [-0.90995, -2.37601, 3.43923], [-2.48425, -2.03584, 5.83197], [-3.76741, -0.45331, 7.52041], [-1.83257, 0.88598, -2.56382], [-0.77798, 0.73063, -0.48726], [4.35346, -0.55965, 3.84657], [4.76369, -0.56701, -1.65738], [2.43239, -0.61922, -0.17542], [2.54328, -0.62142, 2.67299], [4.77787, -0.55244, 2.58144], [-0.82529, -1.96778, -0.57327], [3.62836, -0.59393, 0.42196], [-1.32893, 0.18809, -1.52038], [3.57636, -0.58790, -2.24784], [-1.64405, -1.33158, 4.50315], [2.40472, -0.61513, -1.50416], [4.80090, -0.56976, -0.33618], [-1.31585, 3.10821, -1.68485], [-1.27613, -4.04765, -1.65368], [-1.88421, 2.29763, -2.66073], [3.66746, -0.58991, 1.88563], [-3.07580, -0.49959, 6.57040], [-2.50558, 2.87963, -3.75243], [-2.55618, 4.26212, -3.86888], [-0.77818, -3.29572, -0.60211], [-1.64734, 0.13556, 4.43464], [-1.87338, -3.37323, -2.70271], [-1.35164, 4.48461, -1.80610], [3.02004, -0.59978, 3.90282], [-1.38013, -1.30290, -1.59592], [-1.97588, 5.06470, -2.90345], [-1.93176, -1.98598, -2.67309], [-2.41488, -1.48088, -3.49666], [-2.00696, 6.14107, -2.99728], [2.44587, -0.61382, 4.81464], [-3.05211, 4.70821, -4.71974], [-2.25250, 0.39104, -3.32854], [5.02014, -0.53368, 4.60359], [-0.89164, 5.10427, -1.04626], [-2.29136, -3.91653, -3.53920], [-2.95070, 2.25308, -4.51715], [-0.32372, -3.77956, 0.25712], [5.77313, -0.55158, 0.14068], [1.43130, -0.63249, -1.97756], [3.56402, -0.58171, -3.33044], [-1.20077, -5.12552, -1.64291]],
  "lowdin_charge": [1.180, 0.658, 0.954, 1.072, 0.652, 1.071, 0.081, 0.137, -0.406, 0.061, 0.121, 0.023, -0.013, 0.154, -0.025, -0.194, -0.355, -0.074, -1.113, -0.091, -0.034, -0.439, -0.013, -0.226, -0.309, -0.904, -0.005, -0.052, -0.118, -1.105, -0.008, -0.084, -0.120, -0.202, -0.055, 0.022, 0.117, 0.119, 0.141, 0.119, 0.126, 0.179, 0.116, 0.130, 0.123, 0.113, 0.129, 0.102, 0.123, 0.125]
}

=====

No. 2
{
  "formula": "C5H5ClN4S",
  "method": "ωB97M-V with the def2-TZVPD basis set",
  "de_lowest_kj_mol": 203.31,
  "molar_mass_da": 188.6,
  "fmax_ev_per_a": 5.608,
  "homo_lumo_gap_ev": [7.6, 7.2],
  "energy_ev": -34578.56906,
  "species": ["Cl", "S", "N", "N", "N", "N", "C", "C", "C", "C", "C", "H", "H", "H", "H", "H"],
  "coordinates": [[0.20475, -3.34411, -1.16901], [-3.47172, 1.36182, -1.11376], [-1.08415, 0.98882, 0.01827], [-2.07217, 0.81675, -0.70805], [0.20558, -0.90764, -0.15340], [0.25785, 0.72174, -3.29408], [1.08023, 1.14451, 0.75774], [-1.07791, -1.20436, -2.23861], [0.04570, 0.28233, 0.11532], [-0.66554, -1.72237, -0.87617], [-0.35399, -0.13951, -2.75715], [-1.91344, -1.51324, -2.67915], [0.69414, 1.97523, 1.26765], [1.57779, 0.47885, 1.32795], [1.78681, 1.57789, 0.04596], [-1.68792, -1.88082, -0.33498]],
  "lowdin_charge": [0.552, 0.713, 0.079, -0.580, 0.083, 0.182, 0.014, -0.080, -0.452, -0.689, -0.251, 0.063, 0.068, 0.047, 0.102, 0.149]
}

=====

No. 3
{
  "formula": "C22H34Cl2FNO8",
  "method": "ωB97M-V with the def2-TZVPD basis set",
  "molar_mass_da": 530.4,
  "smiles": "CCCOC[C@]1(OC#N)OC(=O)[C@](CCCCCOC(C)=O)(CC(=O)F)[C@@H]1OCC.ClCCCl",
  "fmax_ev_per_a": 6.424,
  "homo_lumo_gap_ev": 10.4,
  "energy_ev": -68991.11395,
  "species": ["Cl", "Cl", "F", "O", "O", "O", "O", "O", "O", "O", "O", "N", "C", "C", "C", "C", "C", "C", "C", "C", "C", "C", "C", "C", "C", "C", "C", "C", "C", "C", "C", "C", "C", "C", "H", "H", "H", "H", "H", "H", "H", "H", "H", "H", "H", "H", "H", "H", "H", "H", "H", "H", "H", "H", "H", "H", "H", "H", "H", "H", "H", "H", "H", "H", "H", "H", "H", "H"],
  "coordinates": [[1.84575, 3.35389, 4.25867], [3.97045, 5.75935, 5.42181], [3.17313, -2.56638, -0.67589], [-4.02922, 0.51853, 2.62179], [1.87968, 1.22928, -2.62429], [2.86729, 2.78517, -1.13630], [3.92810, -0.84419, -1.98888], [1.35848, -2.24408, -3.02819], [-0.43681, 0.86841, -3.22000], [-5.20859, -1.16099, 1.39158], [-0.09197, -1.19204, -0.65435], [-0.25056, 3.45761, -3.45625], [2.86368, -0.15944, 0.22123], [-5.10299, 1.05437, 0.32067], [0.95112, -3.41431, -3.78385], [3.38699, -1.15599, -0.91332], [3.69686, 5.30363, 3.72179], [2.26042, 4.89417, 3.46308], [0.57633, 0.68154, 2.33472], [-2.11046, -1.64372, -2.20265], [0.16056, -4.51234, -2.87151], [2.21796, 1.73078, -1.29780], [1.57906, 0.72347, -0.18360], [0.44363, 0.05344, -1.14292], [0.69875, -4.56764, -1.35011], [0.97200, -1.01317, -3.67358], [-0.24933, 2.24332, -3.48305], [-4.76155, 0.00881, 1.51676], [1.07389, 1.56175, 1.08705], [-3.21402, -0.50332, 3.26888], [0.81475, 0.24755, -2.69753], [-1.53656, -1.25402, -0.74248], [-1.78098, 0.21504, 3.59077], [-0.94006, 0.15726, 2.21967], [0.61818, 1.37500, 3.26528], [1.23034, -0.22175, 2.58626], [-5.98365, 0.63822, -0.29884], [-2.08747, -0.32326, -0.36901], [0.29206, -3.19076, -4.69278], [2.74941, -0.76631, 1.18222], [-1.37630, -2.22345, -2.85714], [-1.95937, 1.31325, 3.85375], [1.94883, 2.21616, 1.47058], [-2.52500, -0.69172, -2.70305], [0.28830, -5.58749, -3.29061], [0.23006, 2.29823, 0.82446], [1.55745, 5.65395, 3.80945], [-3.73570, -0.77779, 4.26038], [0.02830, -1.08973, -4.32875], [-3.01126, -2.35316, -2.02131], [-0.96604, -4.32341, -2.81683], [4.39477, 4.50321, 3.46893], [2.10346, 4.74901, 2.39211], [-0.89875, -0.96160, 1.91472], [-1.31166, -0.40303, 4.44150], [-1.52288, 0.71945, 1.41076], [-0.05361, -5.14094, -0.68301], [3.94721, 6.17725, 3.11627], [3.72419, 0.59398, 0.42110], [0.84169, -3.54003, -0.86553], [-3.01675, -1.43147, 2.61793], [1.83190, -0.74751, -4.41180], [-5.48220, 2.03277, 0.80216], [-4.20083, 1.23528, -0.37230], [1.70363, -5.12121, -1.24759], [-1.86204, -2.11675, -0.03677], [1.90443, -3.94819, -4.14283], [-0.40649, 0.83807, -1.01167]],
  "lowdin_charge": [0.587, 0.538, 0.011, -0.072, 0.030, 0.116, 0.117, -0.184, -0.036, 0.033, -0.126, 0.161, 0.000, -0.004, -0.188, -0.273, -0.665, -0.644, -0.185, -0.056, -0.202, -0.262, -0.196, -0.126, -0.127, -0.083, -0.206, -0.408, -0.117, -0.174, -0.263, -0.223, -0.148, -0.206, 0.044, 0.112, 0.094, 0.101, 0.125, 0.126, 0.055, 0.122, 0.111, 0.083, 0.115, 0.142, 0.072, 0.137, 0.140, 0.095, 0.085, 0.070, 0.069, 0.111, 0.125, 0.104, 0.079, 0.074, 0.158, 0.048, 0.129, 0.165, 0.091, 0.081, 0.080, 0.135, 0.134, 0.168]
}

=====

Please write out number 2 again, unchanged.
{
  "formula": "C5H5ClN4S",
  "method": "ωB97M-V with the def2-TZVPD basis set",
  "de_lowest_kj_mol": 203.31,
  "molar_mass_da": 188.6,
  "fmax_ev_per_a": 5.608,
  "homo_lumo_gap_ev": [7.6, 7.2],
  "energy_ev": -34578.56906,
  "species": ["Cl", "S", "N", "N", "N", "N", "C", "C", "C", "C", "C", "H", "H", "H", "H", "H"],
  "coordinates": [[0.20475, -3.34411, -1.16901], [-3.47172, 1.36182, -1.11376], [-1.08415, 0.98882, 0.01827], [-2.07217, 0.81675, -0.70805], [0.20558, -0.90764, -0.15340], [0.25785, 0.72174, -3.29408], [1.08023, 1.14451, 0.75774], [-1.07791, -1.20436, -2.23861], [0.04570, 0.28233, 0.11532], [-0.66554, -1.72237, -0.87617], [-0.35399, -0.13951, -2.75715], [-1.91344, -1.51324, -2.67915], [0.69414, 1.97523, 1.26765], [1.57779, 0.47885, 1.32795], [1.78681, 1.57789, 0.04596], [-1.68792, -1.88082, -0.33498]],
  "lowdin_charge": [0.552, 0.713, 0.079, -0.580, 0.083, 0.182, 0.014, -0.080, -0.452, -0.689, -0.251, 0.063, 0.068, 0.047, 0.102, 0.149]
}